[1]
# C14H20BBaBr10O8

A molecular structure, C14H20BBaBr10O8 at a distorted geometry (ωB97M-V/def2-TZVPD, the OMol25 dataset).

Last column: Mulliken charge in e.
Atoms and positions in Å:
1 Ba 6.32041 -2.96372 -2.17287  1.85
2 O -1.38488 -0.21215 1.26617  -0.46
3 C -0.43004 0.04604 0.50218  0.70
4 O 0.51721 -0.79883 0.07981  -0.70
5 B 1.42905 -0.16768 -0.80069  1.12
6 O 0.76887 1.14983 -1.19618  -0.41
7 C -0.20170 1.40301 -0.32623  0.32
8 O -0.71070 2.49260 -0.05606  -0.55
9 O 1.79683 -1.09357 -1.91894  -0.09
10 C 3.14569 -1.48949 -1.93040  0.51
11 O 3.78783 -2.28973 -2.56388  -0.80
12 C 3.78120 -0.60312 -0.88972  0.57
13 O 2.78066 0.08874 -0.21941  -0.34
14 O 4.96350 -0.64832 -0.59443  -0.69
15 Br -1.98716 1.45423 -6.30735  -0.15
16 C -1.52783 -0.37401 -5.51564  -0.54
17 C -0.19955 -0.45347 -4.79865  -0.21
18 Br 1.34910 -0.43715 -6.07554  -0.21
19 H -1.65181 -1.14758 -6.27348  0.46
20 H -2.30528 -0.58489 -4.78134  0.11
21 H -0.02179 -1.33103 -4.17704  0.20
22 H -0.07769 0.39687 -4.12770  0.28
23 Br -4.26553 -1.58598 3.26448  -0.17
24 C -4.33005 0.25700 2.40546  -0.23
25 C -4.50339 0.16549 0.91754  -0.32
26 Br -6.02365 -0.91561 0.22712  -0.13
27 H -3.51528 0.87354 2.78512  -0.05
28 H -5.16641 0.81725 2.82345  0.48
29 H -3.58955 -0.14765 0.41260  -0.13
30 H -4.70143 1.18010 0.57192  0.46
31 Br 2.43775 4.08094 -0.54970  -0.15
32 C 3.02134 3.35721 1.20504  -0.26
33 C 4.54576 3.55926 1.26927  -0.63
34 Br 5.28612 3.73555 3.07643  -0.16
35 H 2.84536 2.28202 1.23847  0.02
36 H 2.53793 3.88855 2.02486  0.48
37 H 4.76191 4.43013 0.65044  0.43
38 H 5.03356 2.71162 0.78798  0.29
39 Br -2.60804 -2.25060 -2.58176  -0.13
40 C -1.70889 -3.11403 -1.07973  -0.23
41 C -2.80177 -3.40544 -0.10559  -0.06
42 Br -2.04781 -4.61136 1.21625  -0.18
43 H -1.04056 -2.36043 -0.66319  -0.03
44 H -1.03595 -3.93777 -1.31786  0.50
45 H -3.65176 -3.95820 -0.50567  0.43
46 H -3.19661 -2.52804 0.40662  -0.16
47 Br -1.49034 1.99012 4.42563  -0.14
48 C 0.46790 1.44373 4.44009  -0.23
49 C 0.45494 -0.06915 4.17414  -0.27
50 Br 2.27536 -0.85141 4.13861  -0.21
51 H 0.85189 1.67488 5.43368  0.42
52 H 1.04754 2.01543 3.71532  0.11
53 H 0.02591 -0.40203 3.22903  -0.18
54 H -0.05818 -0.76168 4.84137  0.46

Summary:
* HOMO-LUMO gap: 4.5 eV
* charge: +1
* 2S+1: 1
* calculated total energy: -26937.796021 Ha
* E_LUMO: -6.40 eV

[2]
# C28H53B2IN2O12P

4 unconnected molecules or ions with the total composition C28H53B2IN2O12P at a distorted geometry (ωB97M-V/def2-TZVPD, the OMol25 dataset).

Last column: Mulliken charge in e.
Atoms and positions in Å:
1 C -3.67467 -1.90301 -3.61978  -0.62
2 C -4.13727 -0.52904 -4.35677  -0.59
3 C -4.36204 0.63752 -3.26813  0.13
4 C -3.28037 1.85033 -3.39119  -0.29
5 N -3.55932 2.76804 -2.24628  -0.13
6 B -2.29332 3.41643 -1.66305  -1.66
7 B -2.09603 4.81435 -2.57221  1.11
8 O -2.96192 5.96402 -2.37581  -0.68
9 O -1.01985 4.77874 -3.57779  -0.71
10 O -2.73716 3.72890 -0.25255  -0.47
11 C -2.12899 2.77952 0.68200  1.83
12 C -3.38010 2.09776 1.42692  -1.53
13 N -4.54519 1.80030 0.50764  -0.13
14 C -5.08659 0.48566 1.04092  -0.70
15 C -1.54235 3.77798 1.79551  -0.79
16 C -1.97755 5.30816 1.47361  0.16
17 O -3.08551 5.78825 1.78727  -0.54
18 I -0.56592 6.68456 0.47981  -0.18
19 C -1.09269 1.82722 -0.16322  -0.57
20 O -1.92422 0.68352 -0.47868  -0.01
21 C -1.17380 -0.49877 -0.82469  -0.87
22 C -0.31267 -0.36809 -2.18668  1.21
23 C 0.71019 -1.61520 -2.30752  -1.16
24 P 0.67725 1.59732 0.45465  0.28
25 C 0.52746 1.20670 2.33006  -0.62
26 C 1.70445 3.20195 0.20683  -0.14
27 C 2.19220 3.28336 -1.34406  -0.66
28 O -1.09824 2.59908 -1.40349  0.41
29 H -4.35205 -2.73761 -4.02881  0.34
30 H -3.81859 -1.87127 -2.48774  0.16
31 H -2.58100 -2.10517 -3.91841  0.06
32 H -5.16497 -0.71078 -4.85075  0.35
33 H -3.41253 -0.18835 -5.16881  0.29
34 H -5.43291 1.05307 -3.29830  0.38
35 H -4.22499 0.21991 -2.20207  -0.39
36 H -2.25921 1.34567 -3.36672  -0.18
37 H -3.43315 2.44542 -4.37473  0.27
38 H -4.08279 3.56006 -2.67403  0.30
39 H -2.50237 6.66710 -1.86264  0.20
40 H -1.02976 3.83239 -3.86022  0.31
41 H -3.83229 2.75371 2.26627  0.35
42 H -3.03053 1.13593 1.96785  0.37
43 H -5.26629 2.52860 0.60117  0.26
44 H -5.16497 0.63570 2.18973  0.31
45 H -4.25002 -0.29004 0.87696  0.10
46 H -6.07692 0.19106 0.56328  0.25
47 H -0.40622 3.79663 1.88569  0.21
48 H -1.94053 3.58581 2.86169  0.44
49 H -0.55299 -0.93401 0.04802  0.23
50 H -1.95918 -1.31818 -1.05104  0.27
51 H -0.98059 -0.40972 -3.12700  0.00
52 H 0.33039 0.57929 -2.19567  -0.30
53 H 1.63396 -1.38472 -2.94544  0.28
54 H 0.22848 -2.54918 -2.77855  0.29
55 H 1.11910 -1.87880 -1.25851  0.22
56 H 0.80316 2.09727 2.98624  0.13
57 H 1.09815 0.25773 2.61438  0.20
58 H -0.58913 0.95382 2.50050  0.26
59 H 1.09795 4.14933 0.38443  -0.09
60 H 2.59546 3.11828 0.93217  0.38
61 H 3.06390 2.58563 -1.57088  0.29
62 H 1.34053 2.97737 -2.05443  -0.02
63 H 2.40998 4.38419 -1.57105  0.32
64 O 3.64978 -1.58727 4.28086  -0.62
65 C 3.32278 -0.68636 5.00854  0.54
66 O 2.94501 0.54115 4.56553  -0.28
67 C 2.72722 1.40421 5.68752  -0.35
68 C 2.46539 0.48100 6.85492  -0.59
69 C 3.31270 -0.72595 6.51257  -0.39
70 H 3.62147 2.01739 5.83423  0.28
71 H 1.87823 2.05989 5.48696  0.29
72 H 2.70749 0.92821 7.82054  0.33
73 H 1.40909 0.19473 6.87141  0.28
74 H 4.33696 -0.62283 6.87860  0.27
75 H 2.86415 -1.64930 6.87844  0.26
76 O 0.52932 -5.61570 0.51637  -0.61
77 C 1.34735 -5.25756 1.32559  0.47
78 O 1.05248 -4.93718 2.61332  -0.39
79 C 2.23314 -4.45026 3.26412  -0.08
80 C 3.38716 -5.00423 2.46190  -0.71
81 C 2.81339 -5.05398 1.06077  0.04
82 H 2.21034 -3.35741 3.25610  0.01
83 H 2.25057 -4.79607 4.29940  0.34
84 H 4.29542 -4.40495 2.54392  0.37
85 H 3.62172 -6.01947 2.79954  0.27
86 H 2.95107 -4.11152 0.53155  0.11
87 H 3.22695 -5.88271 0.48652  0.23
88 O 5.27982 -2.53196 -1.28117  -0.61
89 C 4.62064 -3.25936 -1.97666  0.33
90 O 3.56309 -3.98877 -1.52716  -0.12
91 C 3.07808 -4.82408 -2.58499  -0.54
92 C 3.55070 -4.16551 -3.86022  -0.45
93 C 4.86051 -3.53515 -3.43639  -0.41
94 H 3.49462 -5.82790 -2.45566  0.36
95 H 1.98959 -4.88421 -2.53522  0.34
96 H 3.64848 -4.86279 -4.69414  0.36
97 H 2.84562 -3.38250 -4.15634  0.16
98 H 5.69790 -4.23015 -3.53475  0.28
99 H 5.05891 -2.61319 -3.98241  0.29

Summary:
* HOMO-LUMO gap: 5.5 eV
* charge: -1
* 2S+1: 1
* calculated total energy: -2799.874657 Ha
* E_LUMO: 1.96 eV

[3]
# C22H23ClN2O6PdS2

A molecular structure, C22H23ClN2O6PdS2 at a distorted geometry (ωB97M-V/def2-TZVPD, the OMol25 dataset).

Last column: Mulliken charge in e.
Atoms and positions in Å:
1 Pd 0.35823 0.01888 -1.08944  -0.38
2 O -2.98225 -1.35998 -4.37580  -0.78
3 C -3.23318 -2.58807 -3.91676  0.11
4 C -3.78234 -3.54974 -4.77518  -0.71
5 C -4.05120 -4.82893 -4.31443  -0.20
6 C -3.77232 -5.17554 -2.99352  -0.81
7 C -3.22477 -4.21861 -2.14532  -0.29
8 C -2.94666 -2.92670 -2.58089  0.57
9 C -2.36730 -1.85841 -1.67650  0.46
10 O -2.24280 -0.70284 -2.20335  -0.85
11 N -2.07788 -2.26365 -0.46974  -0.37
12 N -1.47441 -1.28414 0.32119  0.12
13 C -1.56068 -1.56169 1.55056  -0.01
14 S -2.38053 -3.05930 2.13450  -0.12
15 C -1.76661 -2.89353 3.82754  -0.54
16 C -1.75521 -1.42216 4.17585  -0.50
17 S -0.93059 -0.53164 2.85557  -0.04
18 H -2.57215 -0.90095 -3.54731  0.44
19 H -3.98233 -3.26457 -5.80225  0.37
20 H -4.47210 -5.56486 -4.99298  0.33
21 H -3.97935 -6.17604 -2.63120  0.36
22 H -2.98732 -4.45377 -1.11359  0.44
23 H -0.75408 -3.29739 3.88778  0.27
24 H -2.41734 -3.47326 4.48687  0.32
25 H -1.18747 -1.21309 5.08581  0.32
26 H -2.77242 -1.04494 4.29514  0.26
27 C 0.71125 -0.03072 -3.43080  -1.16
28 C 1.27772 -1.21421 -2.66533  1.14
29 C 2.76535 -1.16002 -2.29299  -1.30
30 O 0.69593 -2.31115 -2.64886  -0.67
31 H 1.48737 0.55593 -3.91368  0.40
32 H 0.14739 0.69064 -2.72414  0.34
33 H -0.05504 -0.36447 -4.12690  0.31
34 H 3.34255 -0.61329 -3.04641  0.32
35 H 3.12741 -2.18636 -2.22865  0.36
36 H 2.91782 -0.68114 -1.32531  0.23
37 C 4.80013 4.03610 2.57187  -1.31
38 C 3.34088 4.34644 2.76541  0.83
39 C 2.89760 5.20040 3.76321  -0.68
40 C 1.54233 5.45645 3.91417  0.25
41 Cl 1.00756 6.54621 5.19556  -0.29
42 C 0.61354 4.85403 3.09055  -0.93
43 C 1.03805 3.99559 2.08168  -0.48
44 C 2.39593 3.75822 1.91222  0.79
45 O 2.90596 3.00100 0.93059  -0.47
46 C 2.01470 2.28654 0.02675  -0.70
47 C 1.26927 1.11034 0.66547  1.07
48 O 1.96264 0.06964 0.87679  -0.72
49 O 0.08197 1.34138 1.06420  -0.72
50 H 5.39525 4.46910 3.37850  0.38
51 H 5.16643 4.42610 1.61807  0.27
52 H 4.96368 2.95726 2.54340  0.30
53 H 3.61271 5.66449 4.43185  0.32
54 H -0.44378 5.02996 3.23900  0.42
55 H 0.32097 3.44836 1.47985  0.34
56 H 2.69925 1.91869 -0.72772  0.20
57 H 1.31223 2.99336 -0.41095  0.40

Summary:
* HOMO-LUMO gap: 5.6 eV
* charge: -2
* 2S+1: 1
* calculated total energy: -2797.553721 Ha
* E_LUMO: 3.97 eV

[4]
# CH28Cu2O17

A molecular structure, CH28Cu2O17 at a distorted geometry (ωB97M-V/def2-TZVPD, the OMol25 dataset).

Last column: Mulliken charge in e.
Atoms and positions in Å:
1 Cu -0.62279 -0.73969 2.16517  -0.30
2 Cu -0.49779 0.92531 -1.50883  -0.70
3 C 0.26121 0.37431 0.32317  0.70
4 O 1.01721 0.66731 -0.80183  1.14
5 O 0.87921 -0.14369 1.33817  0.76
6 O -0.94379 0.14131 -0.00483  0.89
7 O -1.52679 0.68931 2.81217  -0.51
8 H -1.86679 0.51031 3.67017  0.34
9 H -1.02879 1.52331 2.91217  0.31
10 O 1.96521 1.28431 3.13417  -0.60
11 H 1.84221 0.87431 3.95917  0.26
12 H 1.87121 0.60331 2.46617  0.04
13 O 1.13821 -2.84269 0.87417  -0.63
14 H 1.82521 -3.40469 1.26017  0.31
15 H 1.35921 -1.99069 1.14717  0.19
16 O -3.27479 0.21831 -2.70883  -0.65
17 H -3.23379 -0.04869 -1.81583  0.29
18 H -3.72279 1.07431 -2.62183  0.26
19 O -1.55579 2.45831 -1.68183  -0.26
20 H -2.19279 2.93231 -2.20183  0.21
21 H -1.67479 2.92531 -0.83883  0.22
22 O 0.61821 -1.72069 3.72717  -0.53
23 H 0.40321 -2.61369 3.77917  0.31
24 H 1.48321 -1.80269 3.36017  0.26
25 O -0.91879 -2.25369 -1.39083  -0.71
26 H -0.03579 -2.03269 -1.79683  0.58
27 H -0.80579 -1.64569 -0.65383  -0.26
28 O -3.60879 0.83931 0.50317  -0.59
29 H -2.68879 0.77831 0.30017  0.00
30 H -3.70279 1.74831 0.82517  0.28
31 O -3.55279 -1.70769 -0.47583  -0.65
32 H -4.39079 -1.18969 -0.37783  0.32
33 H -3.07679 -1.66169 0.32317  0.27
34 O 2.80521 1.06031 -2.57583  -0.77
35 H 3.27121 0.28231 -2.24883  0.31
36 H 2.00621 0.99831 -2.02583  0.27
37 O 3.75821 -0.59269 0.01817  -0.63
38 H 2.78621 -0.51869 0.14917  0.24
39 H 4.15221 -0.63269 0.93317  0.31
40 O 0.07221 0.57131 -3.56583  -0.48
41 H 0.26121 1.49431 -3.79383  0.25
42 H 0.54021 0.04731 -4.15183  0.22
43 O 1.82121 2.95831 0.29917  -0.75
44 H 2.76621 2.70131 0.44917  0.30
45 H 1.51921 2.06631 0.16017  -0.12
46 O 1.67521 -1.78069 -1.53883  -0.79
47 H 1.53821 -2.46169 -0.85583  0.57
48 H 1.28621 -0.96269 -1.25283  -0.50

Summary:
* HOMO-LUMO gap: 5.9 eV
* charge: 0
* 2S+1: 1
* calculated total energy: -4614.766091 Ha
* E_LUMO: -0.91 eV

[5]
# C5H8BrNO3

2 unconnected molecules or ions with the total composition C5H8BrNO3 at a distorted geometry (ωB97M-V/def2-TZVPD, the OMol25 dataset).

Last column: Mulliken charge in e.
Atoms and positions in Å:
1 O -1.91059 2.57040 -0.15330  -0.68
2 N -0.79835 2.36327 0.31774  0.69
3 O 0.26587 2.48805 -0.60539  -0.40
4 C -0.38823 1.99492 1.49939  -0.28
5 Br 1.38069 1.56022 1.78841  -0.07
6 H -0.11816 2.60078 -1.40130  0.30
7 H -1.13609 1.85482 2.37306  0.40
8 C 1.46175 -1.49250 -1.05817  -1.28
9 C 0.42437 -1.95105 -0.00936  -0.25
10 C -0.79024 -1.14963 -0.29761  -0.93
11 C -1.47710 -0.54490 0.62153  0.79
12 O -2.14609 -0.12554 1.47799  -0.43
13 H 1.43508 -1.74586 -2.07671  0.40
14 H 2.49712 -1.98204 -0.90814  0.29
15 H 1.48025 -0.45893 -1.11386  0.35
16 H 0.75590 -2.02532 0.99902  0.37
17 H 0.05111 -3.01678 -0.15097  0.25
18 H -0.98727 -0.93990 -1.30234  0.46

Summary:
* HOMO-LUMO gap: 9.4 eV
* charge: 0
* SMILES: [O-]/[N+](O)=C/Br.CCC=C=O
* 2S+1: 1
* calculated total energy: -3049.602746 Ha
* E_LUMO: 0.59 eV

[6]
# C5H14O2Si2

2 unconnected molecules or ions with the total composition C5H14O2Si2 at a distorted geometry (ωB97M-V/def2-TZVPD, the OMol25 dataset).

Last column: Mulliken charge in e.
Atoms and positions in Å:
1 C -1.28003 -3.29092 -0.11491  -0.95
2 C -1.69587 -1.84347 -0.54199  -0.57
3 Si -1.35838 -0.45936 0.43141  0.57
4 O -0.48009 -0.33707 1.81043  -0.49
5 O -2.02519 1.03449 0.34986  -0.08
6 Si -3.26001 1.89898 -0.28431  0.20
7 H -2.04910 -4.04382 0.00539  0.31
8 H -0.60993 -3.14216 0.69010  0.27
9 H -0.56366 -3.65783 -0.96968  0.24
10 H -2.45375 -1.70254 -1.20374  0.48
11 H -0.47072 0.45147 2.24297  0.32
12 H -2.53049 2.46462 -1.31924  -0.13
13 H -4.54970 1.33847 -0.85570  -0.09
14 H -3.61684 2.90322 0.94540  -0.09
15 C 2.16396 -0.04085 -0.64396  -1.09
16 C 3.04667 0.51754 0.19044  0.32
17 C 3.61327 1.92201 0.06998  -0.94
18 H 1.76496 0.38831 -1.52059  0.30
19 H 1.81717 -0.97766 -0.39732  0.39
20 H 3.35831 -0.12416 1.14946  0.22
21 H 3.37865 2.34170 0.96127  0.30
22 H 3.04422 2.41622 -0.77832  0.26
23 H 4.75655 1.94282 -0.21694  0.26

Summary:
* HOMO-LUMO gap: 8.0 eV
* charge: 0
* SMILES: C/C=[Si](\O)O[SiH3].C=CC
* 2S+1: 1
* calculated total energy: -928.333008 Ha
* E_LUMO: 0.31 eV